[1]
Here is a cluster of 9 separate species, C36H62N6O20 in total at a distorted geometry from OMol25. Energies are from ωB97M-V with the def2-TZVPD basis set.

Positions of all 124 atoms, in Å:
1 C -4.44595 3.91809 -0.78387
2 N -3.90259 2.55078 -0.99887
3 O -3.62378 1.91801 0.00623
4 O -3.71283 2.18005 -2.13107
5 H -4.11079 4.50547 -1.63471
6 H -3.95527 4.30818 0.10182
7 H -5.52694 3.88717 -0.70802
8 C 0.26625 0.28275 0.98669
9 N -0.62253 -0.40166 0.01714
10 O -0.29471 -1.54147 -0.25417
11 O -1.55964 0.20790 -0.44787
12 H -0.06903 -0.05615 1.96707
13 H 0.18161 1.36808 1.01611
14 H 1.29582 0.01734 0.77666
15 C 4.86497 -1.95390 -2.31678
16 C 3.73853 -2.11019 -1.28012
17 C 2.41006 -2.51069 -1.90777
18 O 2.51452 -3.72751 -2.61880
19 C 1.33453 -4.04793 -3.29996
20 N 4.20429 -2.99593 -0.22242
21 H 5.67399 -1.47369 -1.76360
22 H 4.59826 -1.32200 -3.16140
23 H 5.17802 -2.94111 -2.65439
24 H 3.55964 -1.12823 -0.82720
25 H 2.10971 -1.74078 -2.63836
26 H 1.60018 -2.52325 -1.16843
27 H 1.14425 -3.44302 -4.19539
28 H 0.45213 -4.04505 -2.65673
29 H 1.45603 -5.04551 -3.72787
30 H 4.57135 -3.84241 -0.65216
31 H 3.42576 -3.33311 0.33794
32 C 2.19940 1.29744 -1.71012
33 C 1.38060 1.86947 -2.85411
34 C 1.23731 0.79565 -3.95478
35 O 2.51735 0.35026 -4.34876
36 C 2.37552 -0.55646 -5.43409
37 N 0.08019 2.27187 -2.29765
38 H 3.24521 1.18555 -2.00286
39 H 1.84824 0.33030 -1.34718
40 H 2.21626 1.97253 -0.84954
41 H 1.81667 2.74631 -3.32954
42 H 0.68842 1.33875 -4.73791
43 H 0.58207 -0.01542 -3.62289
44 H 1.77948 -0.17793 -6.26641
45 H 1.89958 -1.48312 -5.09668
46 H 3.38631 -0.79555 -5.75739
47 H -0.55409 2.57458 -3.03445
48 H -0.43600 1.52407 -1.84674
49 C 4.98645 0.45053 0.44455
50 C 4.17954 0.12993 1.68881
51 C 4.67039 -1.10750 2.46459
52 O 3.73527 -1.40182 3.45951
53 C 4.31922 -1.86204 4.65701
54 N 4.03994 1.24376 2.62776
55 H 4.87057 -0.26876 -0.35803
56 H 6.03387 0.52699 0.76476
57 H 4.77012 1.48108 0.15363
58 H 3.17473 -0.18373 1.34940
59 H 5.67558 -0.82587 2.80446
60 H 4.77760 -1.90193 1.71483
61 H 3.57489 -2.19383 5.37813
62 H 4.86549 -1.02924 5.12390
63 H 5.07452 -2.64057 4.51931
64 H 3.31967 1.00913 3.30576
65 H 3.60626 2.04475 2.16865
66 C 3.04273 5.13755 3.11504
67 C 2.00324 4.14090 2.60279
68 C 0.55888 4.58751 2.54986
69 O -0.14423 3.45256 2.08116
70 C -1.48118 3.66433 1.67980
71 N 2.45899 3.80846 1.23031
72 H 2.94168 5.39107 4.17359
73 H 3.27850 5.97796 2.46602
74 H 3.96906 4.55281 3.15079
75 H 2.06557 3.30049 3.29889
76 H 0.41885 5.37922 1.79147
77 H 0.09204 5.04871 3.43156
78 H -2.12099 3.86260 2.54981
79 H -1.90770 2.74976 1.28207
80 H -1.59309 4.54918 1.04825
81 H 1.80212 3.12717 0.84809
82 H 2.26572 4.62054 0.64740
83 C -6.84408 -1.66172 -1.17876
84 C -7.30021 -2.74345 -0.53683
85 C -6.55129 -3.43655 0.59043
86 O -6.89764 -4.47346 1.09780
87 C -5.26754 -2.79167 0.91281
88 C -4.85021 -1.66225 0.32730
89 C -5.59442 -1.02744 -0.77906
90 O -5.26905 0.02091 -1.30884
91 O -3.72597 -1.05368 0.70043
92 O -8.52010 -3.25058 -0.78959
93 H -7.47469 -1.20766 -1.92979
94 H -4.69753 -3.15569 1.75832
95 H -3.35548 -0.51179 -0.01947
96 H -8.68313 -3.96299 -0.14781
97 C -4.56718 -2.90947 -3.57380
98 C -4.94509 -2.18465 -4.63777
99 C -4.14225 -1.04058 -5.17019
100 O -4.55515 -0.33404 -6.05727
101 C -2.82884 -0.89661 -4.53457
102 C -2.40154 -1.66224 -3.51955
103 C -3.36046 -2.62743 -2.78976
104 O -3.04825 -3.19082 -1.77016
105 O -1.19209 -1.60987 -2.97259
106 O -5.92321 -2.60278 -5.44082
107 H -5.13163 -3.73690 -3.15869
108 H -2.13194 -0.15641 -4.91125
109 H -1.22742 -2.02097 -2.08107
110 H -5.90076 -2.20016 -6.31845
111 C -0.88969 -0.88253 6.16757
112 C -1.73390 -0.43296 5.24869
113 C -1.34493 0.60849 4.23395
114 O -2.15208 0.97331 3.40761
115 C 0.03879 1.02386 4.28728
116 C 0.92730 0.51941 5.16972
117 C 0.52885 -0.47267 6.20949
118 O 1.27910 -0.95637 7.02864
119 O 2.17647 0.94427 5.24576
120 O -3.03110 -0.79287 5.25545
121 H -1.20007 -1.52394 6.98166
122 H 0.25750 1.84458 3.61424
123 H 2.63470 0.64593 6.04629
124 H -3.44642 -0.41783 4.46007

Cartesian forces, eV/Å:
0.631 0.383 -0.354
0.367 -0.138 0.590
-0.355 0.137 -0.239
0.008 0.020 -0.223
-0.316 -0.022 -0.102
-0.325 -0.108 0.208
0.002 -0.116 0.065
0.019 0.442 0.798
1.102 0.449 0.117
-0.620 -0.071 -0.160
-0.114 -0.249 -0.147
0.278 -0.282 -0.103
-0.482 -0.066 -0.562
-0.119 -0.365 0.091
-0.251 0.060 0.903
-0.436 0.003 -0.660
-0.126 0.549 -0.774
0.121 -0.083 0.345
-0.039 -0.735 -0.707
0.032 -0.643 -0.099
0.328 -0.158 -0.339
-0.187 -0.043 -0.005
0.076 0.065 -0.151
-0.292 -0.291 -0.183
0.141 0.186 0.140
0.134 -0.378 0.161
0.045 0.565 0.317
-0.030 0.093 0.103
0.043 -0.149 0.366
0.073 0.097 0.006
-0.050 0.237 0.062
0.952 0.744 0.222
-0.782 -1.406 0.577
-0.245 1.290 0.623
-0.883 -0.032 -0.707
0.549 -0.408 0.411
-0.376 0.417 -0.540
-0.076 -0.213 -0.057
-0.225 -0.080 -0.332
-0.113 0.058 -0.128
0.323 0.079 0.310
0.220 -0.393 -0.574
0.179 -0.214 0.154
0.074 0.361 0.011
-0.038 -0.029 0.058
-0.042 -0.016 -0.204
0.157 0.160 0.016
0.335 -0.236 0.025
1.001 0.947 1.347
-1.387 -0.936 0.233
0.654 1.168 -1.811
-0.270 -0.562 0.593
0.701 0.666 0.411
-0.313 0.496 -0.153
0.225 0.373 0.252
0.103 -0.308 -0.288
-0.340 -0.180 -0.417
-0.022 0.024 -0.148
-0.119 -0.243 0.645
-0.021 -0.181 0.441
-0.282 -0.082 -0.320
-0.023 0.010 0.065
-0.229 -0.249 -0.266
0.378 -0.414 0.233
0.526 0.045 -0.383
0.761 -0.889 0.767
0.620 1.217 -0.248
-0.743 0.713 -0.864
-0.296 -0.441 0.007
-0.503 0.326 1.150
-0.679 -0.767 0.244
-0.533 0.518 -0.220
-0.498 0.227 0.071
0.036 0.057 -0.281
-0.004 -0.368 -0.438
0.387 0.012 -0.047
0.308 -0.593 0.459
0.125 0.113 0.226
0.376 0.025 -0.491
0.226 -0.196 -0.483
0.147 -0.031 0.090
0.313 0.134 0.097
-0.285 -0.615 0.273
-1.001 -0.434 0.548
2.050 1.105 -0.741
-1.032 -0.168 -0.063
-0.391 0.224 0.820
0.863 -0.044 0.026
-1.498 0.467 -1.147
0.641 -0.426 0.438
0.150 -0.378 0.150
0.223 -0.067 0.044
0.214 0.155 -0.108
-0.006 -0.312 -0.141
-0.321 0.375 0.086
0.122 -0.069 -0.113
-0.387 -0.001 1.278
0.299 -1.026 -0.954
1.205 0.073 1.255
-0.275 -0.103 -0.405
0.773 0.327 -0.242
-0.803 -0.428 1.331
-0.108 0.598 -2.214
0.274 0.197 0.312
0.051 0.289 -0.065
-0.756 -0.450 0.359
-0.257 -0.017 -0.455
-0.206 0.069 -0.203
0.040 -0.024 -0.186
0.171 0.597 0.227
0.841 -0.040 0.747
-1.321 0.238 0.124
0.603 -1.241 0.354
-0.303 0.221 -0.028
0.442 0.635 -0.068
-0.028 0.492 0.280
-1.956 -1.121 -0.127
0.732 0.706 -0.249
0.473 0.668 -0.418
0.410 0.018 -0.277
-0.092 -0.179 -0.195
0.384 -0.098 -0.036
-0.272 -0.454 -0.012
0.049 0.139 0.001

## Properties
**SMILES**: O=C1C=C(O)C(=O)C=C1O.O=C1C=C(O)C(=O)C=C1O.O=C1C=C(O)C(=O)C=C1O.C[N+](=O)[O-].C[N+](=O)[O-].COC[C@H](C)N.COC[C@H](C)N.COC[C@H](C)N.COC[C@H](C)N
**E_HOMO**: -8.86 eV
**Gap between HOMO and LUMO**: 7.20 eV
**Energy above the lowest of the compared OMol25 structures with the same formula, charge and spin**: 0.000 eV



[2]
Here is an isolated molecule of C6H9NO from OMol25. Energies are from ωB97M-V with the def2-TZVPD basis set.

Positions of all 17 atoms, in Å:
1 C -0.64304 -1.42010 -0.94110
2 C 1.68296 0.41824 1.34304
3 C 0.21067 1.05039 -1.22909
4 C 0.16961 -0.24711 -0.49477
5 O -0.42618 -2.54813 -0.45678
6 N 0.99897 -0.53150 0.48433
7 C -1.82627 -0.35328 -0.01271
8 C -2.72428 0.01468 0.71310
9 H 0.90697 -1.50914 0.77518
10 H -1.09064 -1.28377 -1.93995
11 H 2.46968 -0.10127 1.88695
12 H 2.13987 1.21180 0.75259
13 H 0.98924 0.86425 2.06204
14 H 0.09007 1.90367 -0.56224
15 H 1.17717 1.13885 -1.73465
16 H -0.58348 1.08119 -1.97297
17 H -3.54132 0.31123 1.32704

Cartesian forces, eV/Å:
0.045 0.087 0.024
-0.058 0.004 -0.060
-0.032 0.007 0.044
0.091 -0.200 0.069
0.012 0.274 0.048
-0.205 -0.024 -0.052
-0.061 0.005 0.195
0.308 -0.118 -0.280
-0.029 0.061 -0.069
0.010 0.043 0.067
-0.045 0.021 -0.037
-0.023 -0.036 0.006
0.032 -0.031 -0.040
0.000 -0.042 -0.002
-0.044 -0.037 0.040
0.006 -0.033 0.036
-0.008 0.017 0.012

## Properties
**E_HOMO**: -8.92 eV
**Gap between HOMO and LUMO**: 9.60 eV
**Energy above the lowest of the compared OMol25 structures with the same formula, charge and spin**: 4.242 eV



What is the formula in the second record? C6H9NO



Copy entry 2 word for word.
Here is an isolated molecule of C6H9NO from OMol25. Energies are from ωB97M-V with the def2-TZVPD basis set.

Positions of all 17 atoms, in Å:
1 C -0.64304 -1.42010 -0.94110
2 C 1.68296 0.41824 1.34304
3 C 0.21067 1.05039 -1.22909
4 C 0.16961 -0.24711 -0.49477
5 O -0.42618 -2.54813 -0.45678
6 N 0.99897 -0.53150 0.48433
7 C -1.82627 -0.35328 -0.01271
8 C -2.72428 0.01468 0.71310
9 H 0.90697 -1.50914 0.77518
10 H -1.09064 -1.28377 -1.93995
11 H 2.46968 -0.10127 1.88695
12 H 2.13987 1.21180 0.75259
13 H 0.98924 0.86425 2.06204
14 H 0.09007 1.90367 -0.56224
15 H 1.17717 1.13885 -1.73465
16 H -0.58348 1.08119 -1.97297
17 H -3.54132 0.31123 1.32704

Cartesian forces, eV/Å:
0.045 0.087 0.024
-0.058 0.004 -0.060
-0.032 0.007 0.044
0.091 -0.200 0.069
0.012 0.274 0.048
-0.205 -0.024 -0.052
-0.061 0.005 0.195
0.308 -0.118 -0.280
-0.029 0.061 -0.069
0.010 0.043 0.067
-0.045 0.021 -0.037
-0.023 -0.036 0.006
0.032 -0.031 -0.040
0.000 -0.042 -0.002
-0.044 -0.037 0.040
0.006 -0.033 0.036
-0.008 0.017 0.012

## Properties
**E_HOMO**: -8.92 eV
**Gap between HOMO and LUMO**: 9.60 eV
**Energy above the lowest of the compared OMol25 structures with the same formula, charge and spin**: 4.242 eV